Below is a 20-piece molecular cluster, H41O20 overall, with properties calculated with ωB97M-V with the def2-TZVPD basis set.

The charge is +1. The value obtained for the HOMO energy is -13.29 eV. The largest force on an atom comes out at 6.4 eV/A. As for the multiplicity: 1. Its HOMO-LUMO gap is 10.47 eV. Its energy above the lowest of the compared OMol25 structures with the same formula, charge and spin is 464.5 kJ/mol.

Cartesian coordinates (Å):
O: 3.245 -3.494 -2.495
H: -0.248 1.175 1.475
O: -3.147 -3.473 -1.858
H: -2.827 -4.218 -2.422
H: -4.070 -3.698 -1.532
O: 2.441 -1.160 2.431
H: 2.493 -1.939 1.850
H: 2.478 -0.996 3.297
O: 2.892 -2.866 -0.029
H: 2.704 -2.482 -0.847
H: -3.247 -2.671 4.626
O: 0.746 4.565 -2.178
H: -5.695 0.228 -2.795
H: 3.483 -3.596 -0.223
O: -5.247 -0.552 -3.194
H: 2.002 1.304 -1.108
H: -4.328 -0.539 -2.942
O: 1.112 1.729 -1.491
H: -1.858 -2.514 4.542
H: 2.988 0.918 1.132
O: -4.647 -0.917 1.533
H: -5.297 -1.668 1.672
H: -3.776 -1.267 1.570
O: -1.714 2.302 -1.025
H: -2.176 1.853 -0.318
H: 0.372 4.727 -1.263
O: -0.181 1.698 4.867
H: -0.636 2.279 5.533
H: 0.567 2.199 4.555
O: 4.812 1.424 0.011
H: 5.015 0.836 0.734
H: 0.364 1.774 -0.673
O: -4.544 2.931 0.162
H: -4.933 2.192 0.606
H: -5.355 3.275 -0.228
O: -0.179 0.410 -3.193
H: -0.381 -0.556 -3.430
H: -1.090 0.664 -2.982
O: -0.994 0.809 0.910
H: 3.536 2.587 -2.971
H: -1.322 0.118 1.479
O: -2.467 -3.126 4.904
H: 5.128 1.208 -0.905
H: 3.690 -3.004 -3.199
O: 2.993 1.964 -3.427
H: 0.879 1.058 -2.189
H: 2.368 2.378 -4.023
O: -0.590 -1.655 -1.735
H: -0.522 -2.542 -1.925
H: 0.019 -1.396 -1.044
O: 2.085 0.700 0.769
H: 2.770 -4.253 -3.002
H: 1.847 -0.105 1.330
O: 1.177 -3.653 3.591
H: 1.922 -3.249 4.074
H: 0.921 -4.291 4.304
O: 1.663 3.628 0.730
H: 2.475 3.177 1.082
H: 1.429 2.965 0.092
H: 0.874 3.618 -2.313
H: -2.019 3.184 -0.902

=====

Below is a 23-piece molecular cluster, H46O23 overall, with properties calculated with ωB97M-V with the def2-TZVPD basis set.

The charge is 0. The value obtained for the HOMO energy is -9.71 eV. The largest force on an atom comes out at 1.5 eV/A. As for the multiplicity: 1. Its HOMO-LUMO gap is 8.82 eV. Its energy above the lowest of the compared OMol25 structures with the same formula, charge and spin is 198.8 kJ/mol.

Cartesian coordinates (Å):
O: 0.291 4.337 -0.690
H: 0.134 3.858 0.125
H: -0.560 4.713 -0.914
O: 4.478 -0.324 -3.179
H: 4.242 -0.014 -2.305
H: 4.530 0.470 -3.710
O: 3.353 0.824 -1.021
H: 2.748 0.692 -0.291
H: 3.310 1.764 -1.201
O: -0.493 0.426 0.159
H: -0.243 -0.038 -0.640
H: -0.451 -0.239 0.846
O: 0.848 4.400 -3.700
H: 0.241 3.774 -3.306
H: 0.351 4.800 -4.413
O: 0.990 -0.390 2.619
H: 1.848 -0.082 2.911
H: 0.369 0.029 3.215
O: -0.188 -1.121 -1.965
H: -0.394 -2.011 -1.680
H: -0.140 -1.180 -2.919
O: 3.828 0.786 2.637
H: 3.484 1.516 2.122
H: 4.405 1.198 3.280
O: -0.532 -3.377 -0.442
H: -0.342 -3.316 0.494
H: -0.173 -4.225 -0.705
O: -2.423 -1.221 2.446
H: -1.808 -0.589 2.818
H: -3.270 -0.981 2.824
O: 0.312 -2.996 2.051
H: 0.733 -2.137 2.040
H: 0.946 -3.569 2.482
O: 1.885 -2.955 -4.564
H: 1.417 -2.121 -4.613
H: 2.768 -2.754 -4.873
O: -0.876 0.588 4.305
H: -0.960 0.001 5.056
H: -0.642 1.434 4.686
O: -4.670 0.936 0.483
H: -5.511 1.393 0.488
H: -4.076 1.521 0.953
O: -2.782 -3.202 -2.250
H: -3.231 -2.731 -1.548
H: -2.029 -3.610 -1.822
O: -3.741 -1.845 -0.159
H: -3.016 -1.720 0.452
H: -4.160 -0.987 -0.214
O: 2.184 3.145 1.496
H: 1.278 2.866 1.626
H: 2.223 3.412 0.578
O: -0.691 -3.858 5.293
H: 0.059 -3.304 5.506
H: -0.782 -3.784 4.343
O: -1.228 2.139 -2.381
H: -1.095 1.315 -2.848
H: -1.236 1.893 -1.456
O: -0.050 -0.922 -4.852
H: -0.511 -1.373 -5.559
H: 0.043 -0.021 -5.161
O: -0.693 2.907 1.309
H: -0.573 2.041 0.918
H: -1.451 2.807 1.885
O: -2.268 -3.985 2.411
H: -2.547 -3.083 2.254
H: -1.325 -3.977 2.248
O: 2.838 3.724 -1.189
H: 1.886 3.814 -1.151
H: 3.136 4.516 -1.636

=====

Below is a 23-piece molecular cluster, H46O23 overall, with properties calculated with ωB97M-V with the def2-TZVPD basis set.

The charge is 0. The value obtained for the HOMO energy is -10.86 eV. The largest force on an atom comes out at 1.2 eV/A. As for the multiplicity: 1. Its HOMO-LUMO gap is 10.42 eV. Its energy above the lowest of the compared OMol25 structures with the same formula, charge and spin is 253.8 kJ/mol.

Cartesian coordinates (Å):
O: 0.691 -3.371 -1.583
H: 0.043 -4.074 -1.536
H: 0.174 -2.566 -1.566
O: 2.264 -1.874 0.349
H: 1.969 -1.849 1.259
H: 1.770 -2.594 -0.044
O: 1.565 -1.474 -3.952
H: 2.201 -1.173 -4.601
H: 1.358 -2.370 -4.217
O: -1.863 2.293 -4.457
H: -1.710 2.768 -3.641
H: -1.944 1.378 -4.191
O: 5.032 -2.025 0.926
H: 4.899 -2.058 1.873
H: 4.148 -2.052 0.559
O: 3.946 2.428 -0.763
H: 3.320 1.774 -1.073
H: 4.743 1.931 -0.580
O: -6.080 -0.251 1.352
H: -5.245 -0.434 0.921
H: -6.195 0.695 1.260
O: -1.219 -4.749 -0.520
H: -2.130 -5.037 -0.460
H: -1.193 -3.929 -0.027
O: -0.312 -0.312 -0.475
H: 0.542 -0.096 -0.101
H: -0.739 0.535 -0.603
O: 0.801 2.105 3.956
H: 0.001 2.428 3.541
H: 1.467 2.163 3.271
O: -1.432 3.158 2.164
H: -2.378 3.208 2.030
H: -1.116 2.610 1.446
O: -3.077 -4.206 2.383
H: -3.402 -3.709 3.134
H: -2.606 -3.561 1.854
O: 2.902 2.576 1.845
H: 3.334 2.533 0.992
H: 3.620 2.601 2.477
O: -1.460 -0.846 3.340
H: -1.230 -1.548 3.949
H: -0.748 -0.212 3.425
O: -1.294 2.246 -0.376
H: -2.218 2.276 -0.623
H: -0.890 2.960 -0.870
O: -0.700 4.781 -1.748
H: -0.009 4.196 -2.057
H: -0.890 5.346 -2.497
O: -1.588 -2.437 1.007
H: -0.869 -1.980 0.571
H: -1.788 -1.896 1.771
O: -2.200 2.330 4.656
H: -3.101 2.429 4.348
H: -1.665 2.431 3.869
O: 1.081 3.510 -3.313
H: 1.503 2.696 -3.589
H: 1.806 4.078 -3.050
O: -3.551 2.040 -1.925
H: -3.980 1.376 -2.466
H: -3.967 2.863 -2.182
O: 2.289 0.203 -1.684
H: 1.897 -0.159 -2.479
H: 2.503 -0.563 -1.152
O: 1.779 -2.416 3.098
H: 1.431 -2.201 3.963
H: 2.723 -2.278 3.177
O: 2.674 -4.386 -3.387
H: 2.134 -3.890 -2.771
H: 2.181 -4.368 -4.207

=====

Below is a 2-piece molecular cluster, H4IN2P overall, with properties calculated with ωB97M-V with the def2-TZVPD basis set.

The charge is 0. The value obtained for the HOMO energy (spin up / spin down) is -7.68 / -7.69 eV. The largest force on an atom comes out at 3.7 eV/A. As for the multiplicity: 1. Its HOMO-LUMO gap (spin up / spin down) is 6.57 / 6.58 eV. Its energy above the lowest of the compared OMol25 structures with the same formula, charge and spin is 341.5 kJ/mol.

Cartesian coordinates (Å):
N: 1.052 1.642 0.552
N: -0.672 -1.273 -0.538
P: 1.433 0.767 -0.798
I: 3.300 -0.386 0.007
H: 1.258 1.167 1.343
H: 0.328 2.308 0.420
H: -0.073 -1.800 -1.189
H: -0.394 -1.618 0.383

=====

Below is a 2-piece molecular cluster, H4INSi overall, with properties calculated with ωB97M-V with the def2-TZVPD basis set.

The charge is 0. The value obtained for the HOMO energy (spin up / spin down) is -6.47 / -9.70 eV. The largest force on an atom comes out at 5.0 eV/A. As for the multiplicity: 3. Its expectation value of S² is 2.006. Its HOMO-LUMO gap (spin up / spin down) is 6.98 / 6.39 eV. Its energy above the lowest of the compared OMol25 structures with the same formula, charge and spin is 44.4 kJ/mol.

Cartesian coordinates (Å):
N: -0.051 0.570 0.500
Si: -1.038 0.248 -0.732
I: 2.738 -1.153 0.701
H: 1.551 -0.083 0.799
H: -0.103 0.533 1.498
H: -1.252 0.854 -2.006
H: -1.845 -0.969 -0.761

=====

Below is H4N2 as an isolated structure, with properties calculated with ωB97M-V with the def2-TZVPD basis set.

The charge is 0. The value obtained for the HOMO energy is -9.44 eV. The largest force on an atom comes out at 7.2 eV/A. As for the multiplicity: 1. Its HOMO-LUMO gap is 10.45 eV. Its energy above the lowest of the compared OMol25 structures with the same formula, charge and spin is 189.8 kJ/mol.

Cartesian coordinates (Å):
H: 1.097 -1.050 -0.006
H: -0.625 -1.151 0.005
H: -1.056 0.438 0.625
H: 0.064 1.455 -0.184
N: 0.050 -0.516 -0.555
N: 0.024 0.560 0.492

=====

Below is a 2-piece molecular cluster, H4N2 overall, with properties calculated with ωB97M-V with the def2-TZVPD basis set.

The charge is 0. The value obtained for the HOMO energy (spin up / spin down) is -10.88 / -10.83 eV. The largest force on an atom comes out at 2.2 eV/A. As for the multiplicity: 1. Its HOMO-LUMO gap (spin up / spin down) is 9.83 / 10.54 eV. Its energy above the lowest of the compared OMol25 structures with the same formula, charge and spin is 312.8 kJ/mol.

Cartesian coordinates (Å):
N: 2.162 0.261 -0.081
N: -1.556 0.096 -0.022
H: 1.184 0.103 -0.360
H: 2.442 -0.741 0.241
H: -2.240 0.517 -0.596
H: -1.992 -0.236 0.818

=====

Below is a 2-piece molecular cluster, H4N2OS overall, with properties calculated with ωB97M-V with the def2-TZVPD basis set.

The charge is 0. The value obtained for the HOMO energy (spin up / spin down) is -7.94 / -10.17 eV. The largest force on an atom comes out at 4.3 eV/A. As for the multiplicity: 3. Its expectation value of S² is 2.015. Its HOMO-LUMO gap (spin up / spin down) is 8.61 / 6.06 eV. Its energy above the lowest of the compared OMol25 structures with the same formula, charge and spin is 0.0 kJ/mol.

Cartesian coordinates (Å):
N: -1.705 -0.531 -2.293
N: 0.305 -0.111 0.906
O: -2.929 0.799 -0.728
S: -2.811 0.490 -2.126
H: -1.592 -0.682 -3.276
H: -0.167 0.416 1.597
H: -0.357 -0.719 0.632
H: 0.386 0.490 0.131

=====

Below is one molecule with the formula H4N2Si, with properties calculated with ωB97M-V with the def2-TZVPD basis set.

The charge is 0. The value obtained for the HOMO energy is -8.65 eV. The largest force on an atom comes out at 4.4 eV/A. As for the multiplicity: 1. The SMILES is N1N[SiH2]1. Its HOMO-LUMO gap is 9.10 eV. Its energy above the lowest of the compared OMol25 structures with the same formula, charge and spin is 258.1 kJ/mol.

Cartesian coordinates (Å):
N: 0.618 -0.686 0.040
N: 0.739 0.764 -0.180
Si: -0.907 0.063 -0.097
H: 1.100 -1.324 -0.617
H: 1.017 1.202 0.914
H: -1.460 -0.280 -1.421
H: -1.107 0.261 1.360

=====

Below is one molecule with the formula H4N2Si, with properties calculated with ωB97M-V with the def2-TZVPD basis set.

The charge is 0. The value obtained for the HOMO energy is -8.21 eV. The largest force on an atom comes out at 5.0 eV/A. As for the multiplicity: 1. The SMILES is [H]/N=N\[SiH3]. Its HOMO-LUMO gap is 7.82 eV. Its energy above the lowest of the compared OMol25 structures with the same formula, charge and spin is 371.0 kJ/mol.

Cartesian coordinates (Å):
N: -1.657 -0.363 0.002
N: -0.505 -0.549 -0.452
Si: 0.907 0.360 -0.219
H: -1.729 0.212 0.917
H: 0.741 0.343 -1.614
H: 0.508 0.772 1.087
H: 1.735 -0.775 0.280

=====

Below is a 2-piece molecular cluster, H4N3O3Si overall, with properties calculated with ωB97M-V with the def2-TZVPD basis set.

The charge is -1. The value obtained for the HOMO energy (spin up / spin down) is -4.61 / -4.60 eV. The largest force on an atom comes out at 2.4 eV/A. As for the multiplicity: 1. Its HOMO-LUMO gap (spin up / spin down) is 7.66 / 7.66 eV. Its energy above the lowest of the compared OMol25 structures with the same formula, charge and spin is 4.7 kJ/mol.

Cartesian coordinates (Å):
N: -1.484 0.649 0.468
N: -0.632 -0.076 1.013
N: -2.614 -0.014 -0.131
O: -2.684 -1.214 -0.019
O: -3.446 0.710 -0.629
O: 0.863 -0.511 -0.474
Si: 2.281 0.162 -0.315
H: -0.765 -1.166 0.894
H: 2.008 1.332 0.456
H: 3.054 0.744 -1.611
H: 3.420 -0.615 0.348

=====

Below is an isolated ion of composition H4N3O4S and charge -1, with properties calculated with ωB97M-V with the def2-TZVPD basis set.

The charge is -1. The value obtained for the HOMO energy is -4.79 eV. The largest force on an atom comes out at 1.5 eV/A. As for the multiplicity: 1. The SMILES is NN(N)OS(=O)(=O)[O-]. Its HOMO-LUMO gap is 8.99 eV. Its energy above the lowest of the compared OMol25 structures with the same formula, charge and spin is 95.7 kJ/mol.

Cartesian coordinates (Å):
N: -1.062 0.941 0.401
N: -1.250 -1.311 -0.100
N: -0.789 -0.370 0.855
O: 1.628 1.499 0.179
O: 2.741 -0.643 -0.121
O: 0.759 -0.084 -1.430
O: 0.591 -0.594 1.023
S: 1.511 0.101 -0.191
H: -0.685 1.579 1.096
H: -0.535 1.117 -0.462
H: -0.693 -1.181 -0.957
H: -2.215 -1.055 -0.293